Record 1
This record from the Open Molecules 2025 dataset describes an isolated molecule of C3H9NO. The level of theory is ωB97M-V with the def2-TZVPD basis set.

```
14
Properties=species:S:1:pos:R:3:forces:R:3:lowdin_charge:R:1
N 0.491010 -1.164600 -1.413230 0.1 0.5 0.3 -0.01
C 0.323849 0.286717 -1.344831 -1.1 0.5 -0.3 -0.30
C 0.179860 0.779614 0.107454 0.7 0.9 0.9 -0.18
C -0.374862 -0.129996 1.220955 0.0 0.3 -0.1 -0.26
O 0.151379 0.166065 2.537244 0.0 -0.1 -0.3 -0.09
H -0.378081 -1.483271 -0.998264 0.2 -0.7 -0.3 0.05
H 0.514533 -1.487171 -2.370869 0.0 0.0 -0.1 0.06
H -0.593028 0.598260 -1.889336 0.1 -0.2 0.3 0.10
H 1.069507 0.887570 -1.881243 0.4 -0.6 0.4 0.11
H 1.153293 1.116466 0.503830 -0.2 0.0 -0.3 0.11
H -0.485413 1.653878 0.063032 0.5 0.0 0.1 0.11
H -1.410953 0.167993 1.343140 -0.6 -1.0 -0.6 0.11
H -0.132591 -1.173789 0.977243 -0.6 0.1 0.2 0.10
H -0.508502 -0.217734 3.144875 0.7 0.3 -0.3 0.09
```
Positions in Å, forces in eV/Å.

Summary:
frontier orbital gap: 10.4066 eV
F_max: 1.49 eV/A
energy relative to the best compared isomer or geometry (same formula, charge and spin): 1.536 eV
highest occupied orbital energy: -0.3460 Ha
charge: 0

---

Record 2
This record from the Open Molecules 2025 dataset describes a structure of composition C19H28N6O8PPt. The level of theory is ωB97M-V with the def2-TZVPD basis set.

```
63
Properties=species:S:1:pos:R:3:forces:R:3:lowdin_spin:R:1
Pt -0.765266 -0.840550 1.207677 -0.4 0.0 -0.3 1.54
O -2.764864 0.323523 1.246747 0.1 0.1 0.1 0.12
C -3.024202 0.556269 2.654536 0.0 0.0 0.0 0.01
C -1.745080 0.842542 3.403590 0.0 0.0 0.0 0.01
C -1.734963 1.611467 4.550599 0.0 0.0 0.0 0.00
C -0.537258 1.825739 5.217250 0.0 0.0 0.0 0.00
C 0.632053 1.279947 4.705814 0.0 0.0 0.0 0.00
C 0.562235 0.526722 3.554650 0.0 0.0 0.0 0.01
N -0.605537 0.302729 2.925975 0.0 0.0 0.0 0.07
H -2.659462 1.187221 0.821322 -0.1 0.0 0.0 0.00
H -3.493694 -0.353201 3.024530 0.0 0.0 0.0 0.00
H -3.726395 1.380582 2.763164 0.0 0.0 0.0 0.00
H -2.658138 2.043086 4.914309 0.0 0.0 0.0 0.00
H -0.515123 2.424121 6.118477 0.0 0.0 0.0 0.00
H 1.587481 1.438946 5.184913 0.0 0.0 0.0 0.00
H 1.445466 0.092409 3.104709 0.0 0.0 0.0 0.00
O 3.358718 -2.849271 0.693874 0.0 0.0 0.0 0.82
C 2.115756 -2.618922 0.891338 0.0 0.0 0.1 0.07
O 1.562331 -1.531754 0.737114 0.3 0.1 0.1 0.10
C 1.305021 -3.808799 1.309189 0.0 0.0 0.0 0.06
C 0.274562 -3.446301 2.155917 0.0 0.0 0.0 0.02
C -0.849835 -4.231434 2.198985 0.1 0.0 0.1 0.00
C -0.911874 -5.475939 1.600196 0.0 0.0 0.0 0.01
C 0.203984 -5.861591 0.875101 0.0 0.0 0.0 0.00
C 1.305605 -5.044811 0.674621 0.0 0.0 0.0 0.01
N 0.143270 -7.153521 0.137484 -0.1 0.1 -0.2 0.00
O 1.067384 -7.389840 -0.604107 0.0 0.0 0.1 0.00
O -0.852852 -7.816104 0.298529 0.0 0.0 0.0 0.00
N -2.053591 -3.576332 2.714505 -0.2 -0.1 -0.3 0.00
O -2.951181 -4.213604 3.158965 0.1 0.0 0.1 0.00
O -2.107311 -2.333737 2.538208 0.0 0.0 0.1 0.10
H 0.322607 -2.529516 2.725931 0.0 0.0 0.0 0.00
H -1.785981 -6.113467 1.656029 0.0 0.0 0.0 0.00
H 2.093415 -5.365204 0.004612 0.0 0.0 0.0 0.00
C -3.057966 -1.877598 -4.124553 0.0 0.0 0.0 0.06
N -2.259454 -1.417182 -3.006473 0.0 0.1 -0.1 0.56
C -1.990975 0.008170 -2.971188 0.0 0.0 0.0 0.06
P -1.327826 -2.508597 -2.004359 0.0 -0.1 0.0 0.01
O -1.080834 -1.768812 -0.737790 0.1 0.1 0.0 0.03
N -2.184791 -3.862350 -1.954277 0.0 0.0 -0.1 0.00
C -1.664256 -5.216914 -2.209412 0.0 0.0 0.1 0.00
C -3.589343 -3.804787 -1.509502 0.0 0.0 0.0 0.00
N 0.002091 -2.700663 -2.922362 0.0 0.0 0.1 0.17
C 1.224157 -1.917914 -2.684367 0.0 0.0 0.0 0.01
C -0.015243 -3.403465 -4.215501 0.0 0.0 0.0 0.01
H -2.576707 -1.586108 -5.065065 0.0 0.0 0.0 0.03
H -4.026316 -1.367651 -4.091257 0.0 0.0 0.0 0.03
H -3.203278 -2.951387 -4.090366 0.0 0.0 0.0 0.00
H -1.426243 0.296643 -3.864485 0.0 0.0 0.0 0.02
H -1.436248 0.268593 -2.076716 0.0 0.0 0.0 0.00
H -2.943433 0.543267 -3.004984 0.0 0.0 0.0 0.02
H -2.041351 -5.607934 -3.154758 0.0 0.0 0.0 0.00
H -2.009888 -5.874915 -1.412487 0.0 0.0 0.0 0.00
H -0.576543 -5.224026 -2.222976 0.0 0.0 0.0 0.00
H -3.897392 -2.776312 -1.317652 0.0 0.0 0.0 0.00
H -3.709493 -4.374774 -0.588528 0.0 0.0 0.0 0.00
H -4.243632 -4.233346 -2.269218 0.0 0.0 0.0 0.00
H 1.184801 -1.428395 -1.716752 0.0 0.0 0.0 0.00
H 1.355893 -1.176464 -3.474196 0.0 0.0 0.0 0.00
H 2.078793 -2.595830 -2.710374 0.0 0.0 0.0 0.01
H -0.955212 -3.924523 -4.371736 0.0 0.0 0.0 0.00
H 0.797221 -4.129977 -4.239994 0.0 0.0 0.0 0.00
H 0.140315 -2.687582 -5.024915 0.0 0.0 0.0 0.00
```
Positions in Å, forces in eV/Å.

Summary:
frontier orbital gap (alpha / beta): 8.5825 / 6.2943 eV
F_max: 0.46 eV/A
energy relative to the best compared isomer or geometry (same formula, charge and spin): 0.177 eV
highest occupied orbital energy (alpha / beta): -0.6701 / -0.6739 Ha
2S+1: 5
charge: +3

---

Record 3
This record from the Open Molecules 2025 dataset describes a structure of composition C11H14BN7SW. The level of theory is ωB97M-V with the def2-TZVPD basis set.

```
35
Properties=species:S:1:pos:R:3:forces:R:3:lowdin_spin:R:1
H -0.027400 3.138100 0.813500 0.1 0.1 -0.4 0.00
N 0.286900 1.803600 -0.794200 -0.1 -0.2 -0.1 0.04
B 0.709300 0.754600 -3.136300 -0.2 0.1 -0.9 0.00
N 0.623300 1.941400 -2.105900 0.5 0.8 -0.7 0.01
C 0.773600 3.261600 -2.377400 -0.2 -1.2 0.3 0.03
W 0.000000 0.000000 0.000000 0.1 -1.3 -7.9 1.64
H 1.039300 3.579500 -3.384400 -0.1 -0.1 0.3 0.00
C 0.529200 3.995000 -1.215600 -0.3 -0.5 1.1 0.01
H 0.568500 5.075800 -1.091200 0.0 -0.4 0.0 0.00
C 0.224600 3.032500 -0.240100 0.1 1.6 -0.3 0.02
H 1.191600 1.212500 -4.150500 -0.2 -0.2 0.4 0.00
C -2.169100 -2.837600 1.573000 1.5 -1.4 -0.5 0.01
H -2.441700 -3.199000 2.573200 -0.3 0.2 -0.4 0.00
H -1.131600 -3.351200 1.383500 -1.5 1.5 0.3 0.00
H -2.797700 -3.271600 0.781800 -0.1 0.2 0.5 0.00
N -0.681500 0.173500 -3.443800 0.4 0.5 -0.5 0.00
N 1.653900 -0.329300 -2.559600 0.6 0.1 -0.8 0.01
N -1.498300 -0.336200 -2.482800 0.9 0.4 0.6 0.01
N 1.534200 -0.786100 -1.289200 -1.2 0.5 0.7 0.03
C -1.298300 0.162400 -4.663500 -0.2 -0.2 0.8 0.00
C 2.667600 -0.979200 -3.186200 -0.8 0.4 0.7 0.02
H -0.784100 0.530300 -5.551700 -0.2 -0.1 0.4 0.00
H 2.915400 -0.742100 -4.220000 -0.1 -0.1 0.4 0.00
C -2.570100 -0.373400 -4.493300 0.5 0.0 0.6 0.00
C 3.225800 -1.891400 -2.291000 -0.5 0.1 0.9 0.01
C -2.635700 -0.665600 -3.109100 -0.5 -0.2 0.1 0.00
C 2.479600 -1.727000 -1.108500 1.0 -0.8 -0.3 0.02
H -3.329800 -0.538300 -5.257300 0.3 0.0 0.4 0.00
H 4.060200 -2.568800 -2.465900 -0.4 0.3 0.1 0.00
H -3.458000 -1.107600 -2.541700 0.3 0.2 -0.3 0.00
H 2.581800 -2.221600 -0.142200 0.0 0.1 -0.4 0.00
H -2.241500 -1.734700 1.530200 0.3 -0.5 0.0 0.01
S 0.000000 0.000000 2.000000 -0.4 0.0 7.5 0.07
C 0.000000 0.000000 3.810000 0.4 0.1 6.9 0.08
N 0.000000 0.000000 5.071000 0.0 0.0 -9.5 -0.04
```
Positions in Å, forces in eV/Å.

Summary:
frontier orbital gap (alpha / beta): 4.9657 / 5.1670 eV
F_max: 9.49 eV/A
energy relative to the best compared isomer or geometry (same formula, charge and spin): 5.432 eV
highest occupied orbital energy (alpha / beta): -0.5681 / -0.5683 Ha
2S+1: 3
charge: +2